Density functional theory data (the ωB97M-V functional and the def2-TZVPD basis) for 7 unconnected molecules or ions with the total composition C29H45Cl18N4O5 at a distorted geometry.

```
101
Properties=species:S:1:pos:R:3
C 0.250 -3.027 0.219
C -1.717 2.505 0.642
C -0.165 3.787 -1.225
Cl -10.847 -2.716 1.252
C 6.703 -3.246 -0.347
H -2.961 4.968 -0.131
H -7.622 2.658 3.386
H -6.439 3.842 2.339
H 8.783 0.519 0.865
C -2.215 5.592 -0.791
C -0.282 2.511 -0.150
H -3.789 2.956 -0.318
Cl -9.828 -0.758 -1.896
H 7.759 -7.626 -3.310
C -6.625 2.764 2.778
Cl 7.254 -5.563 -4.330
Cl -10.510 -3.310 -3.123
C 1.633 -1.028 -0.060
H -2.480 5.538 -1.930
H 2.029 1.604 5.010
H -11.245 -1.157 -3.736
Cl 6.192 -5.335 -8.036
C -11.066 -1.663 -2.784
N 1.760 1.485 1.015
Cl 8.285 -7.082 -7.011
H 0.774 1.082 -1.726
Cl 2.835 2.554 7.010
C 3.985 1.577 0.589
N 1.848 3.959 1.154
H 0.998 3.890 -1.450
C 1.446 4.293 2.445
H -0.258 -2.704 1.249
Cl 7.299 -3.123 1.317
H -5.329 -1.373 0.973
H -6.522 -0.722 2.396
H -1.976 3.527 1.190
H -5.721 -0.114 -0.779
Cl 9.858 -6.571 -3.501
H 3.616 1.002 -0.367
H -2.343 6.724 -0.436
C 1.122 2.689 0.689
H -3.033 -0.005 0.395
H -0.480 -4.651 -1.370
H -0.452 5.245 0.613
Cl -9.878 -0.956 3.361
C -2.904 2.204 -0.498
C -0.920 -3.940 -0.548
Cl 5.944 -8.224 -8.314
C 0.083 0.995 -0.757
H 6.999 0.963 -0.754
C -6.721 1.647 1.543
O -7.816 1.454 0.803
H -9.347 -0.907 1.066
O 0.044 -0.133 1.616
C -3.528 0.692 -0.404
H -1.841 1.664 1.446
C 5.421 0.921 1.030
C -9.500 -1.703 1.800
H -5.559 1.769 -0.819
Cl 7.571 -2.119 -1.404
H 8.694 2.355 1.312
C -0.629 5.223 -0.567
C -5.185 0.798 -0.239
C 6.729 1.547 0.230
Cl -12.586 -1.694 -1.874
C 0.801 -0.595 2.790
H 2.318 -0.695 -0.977
C 0.920 0.326 0.527
H 1.189 -3.674 0.532
H -1.486 -4.521 0.324
Cl 7.780 -6.099 -1.515
Cl 4.959 -2.937 -0.407
O 0.888 4.273 3.688
C 8.050 1.365 1.234
H 7.581 -6.807 -9.243
C 3.010 1.938 5.358
O 2.946 1.529 1.670
H -3.363 0.183 -1.470
Cl -8.010 -2.655 1.910
H -4.566 -0.650 2.539
H -0.742 3.563 -2.221
H 0.017 6.092 -1.017
H 6.635 2.691 -0.013
C 7.069 -6.856 -8.279
H 5.381 -0.228 0.711
H 2.344 -1.584 0.686
C -5.506 -0.547 1.813
H -1.706 -3.154 -0.972
N -5.459 0.865 1.254
H -2.534 2.361 -1.597
H 6.885 -4.263 -0.704
Cl 4.115 0.554 5.324
C 8.115 -6.601 -3.181
O 0.568 -1.875 -0.640
Cl 3.581 3.218 4.274
H -5.656 2.492 3.406
H 5.572 1.055 2.184
H 7.748 1.081 2.336
N 1.709 -0.926 3.682
H 4.089 2.721 0.300
H -0.835 0.306 -1.051
```

Properties
Total charge   +1
Orbital gap   6.2 eV
E_HOMO   -11.186 eV
Spin multiplicity   1



Density functional theory data (the ωB97M-V functional and the def2-TZVPD basis) for 2 unconnected molecules or ions with the total composition C9H12BrN2O3 at a distorted geometry.

```
27
Properties=species:S:1:pos:R:3
N 3.431 -0.359 -0.921
Br 4.355 -1.820 -1.626
H 1.632 -1.107 -1.672
H -4.567 -2.399 -0.972
C 3.442 1.641 0.241
H 0.699 3.159 -1.295
C 1.279 2.943 0.483
C -2.615 -0.258 1.336
H -3.392 0.286 0.798
C 4.108 0.563 -0.241
H 5.175 0.441 -0.117
O -0.713 -1.155 0.182
C 2.089 1.746 0.008
O 1.427 3.476 1.548
O 0.362 3.397 -0.420
N -2.664 -2.202 -0.148
C -4.088 -2.454 0.006
H 0.339 0.805 -0.832
H -2.134 -2.816 -0.748
H -3.052 -0.782 2.186
H -4.230 -3.458 0.407
H -4.551 -1.735 0.672
C 1.406 0.755 -0.670
H -1.887 0.457 1.710
H 3.955 2.413 0.800
C 2.118 -0.307 -1.132
C -1.921 -1.231 0.418
```

Properties
Total charge   +1
Orbital gap   7.5 eV
E_HOMO   -12.348 eV
Spin multiplicity   1



Density functional theory data (the ωB97M-V functional and the def2-TZVPD basis) for a molecular structure, C51H46CdN3OP2SSeSi.

```
107
Properties=species:S:1:pos:R:3
H -0.276 -1.886 -6.207
H 8.951 -1.531 2.987
C -4.824 -4.307 -1.849
C -1.677 4.926 -2.610
C -3.967 2.392 1.409
H -2.250 1.002 4.585
H 1.523 3.930 -3.107
C -1.127 3.082 -1.163
C -0.843 2.601 1.640
C 8.066 -0.671 1.216
C -5.356 2.404 1.454
H -0.209 5.654 2.981
H 0.463 1.759 4.664
C 2.723 0.231 -1.099
C -4.687 -1.042 3.432
H -1.926 1.509 -3.174
C -4.065 1.433 -0.800
H -2.957 0.121 -3.593
C 9.133 -1.061 2.029
H 4.289 -1.004 2.129
Si -0.712 -0.140 -4.554
O 0.433 -0.426 3.811
C 8.309 -0.066 -0.019
H -5.629 -2.359 -2.270
H -4.500 -2.385 1.771
H 0.831 -3.036 -0.036
C 0.556 -3.535 0.888
C -3.858 -5.025 -1.162
H -7.177 1.952 0.418
H 1.757 -5.830 3.062
Cd -0.303 -0.386 -0.762
C 1.427 -4.460 1.448
H -1.967 -3.730 3.150
C -2.996 -2.984 -0.223
C -2.681 -1.300 2.108
C -0.399 4.890 -3.149
H 9.775 0.649 -1.455
H -2.646 1.394 -4.785
C -0.268 4.576 2.914
H -2.186 -4.933 0.180
H -2.005 -1.801 -5.861
C -2.042 4.028 -1.614
C -2.942 -4.367 -0.349
H -4.598 0.370 5.047
C 10.636 -0.212 0.319
C -2.074 -0.328 2.912
C -6.096 1.937 0.379
C -3.962 -2.264 -0.929
C -0.670 -3.269 1.494
C 9.596 0.179 -0.497
H -5.532 -4.823 -2.483
C 0.524 3.957 -2.692
C 0.105 2.405 3.872
H 11.654 -0.047 -0.007
S -0.351 0.047 2.637
N 6.701 -0.794 1.430
C 2.495 -0.593 1.032
C 1.075 -5.116 2.619
C -4.063 -0.093 4.227
C -3.318 1.906 0.282
H -5.859 2.786 2.333
H -1.077 4.613 0.932
H -4.001 -1.184 -0.841
C 10.408 -0.825 1.567
H 0.526 1.478 -5.957
H -3.560 1.069 -1.690
C -4.003 -1.641 2.380
C -1.107 -1.203 -6.022
H -0.122 5.588 -3.928
H -5.711 -1.329 3.634
C -0.762 3.986 1.757
H -3.811 -6.101 -1.260
C 0.164 3.789 3.971
H 1.840 -0.922 1.827
C 3.861 -0.640 1.207
C -2.751 0.267 3.966
C -5.449 1.453 -0.754
H 0.559 4.250 4.867
C 4.692 -0.219 0.175
H -2.396 5.654 -2.963
C -2.200 0.813 -3.972
H 2.239 0.522 -2.025
H -3.042 4.061 -1.200
H 0.804 1.812 -4.242
P -1.519 1.845 0.112
C 0.688 1.013 -4.979
H 1.621 0.447 -5.024
H -0.418 -5.370 4.140
H -3.398 2.766 2.251
H 6.860 0.621 -1.427
C 0.156 3.053 -1.710
C 6.148 -0.283 0.368
H 11.258 -1.115 2.171
H 0.880 2.324 -1.359
P -1.763 -2.054 0.714
C -0.409 1.831 2.723
H 4.681 0.544 -1.856
C -4.878 -2.922 -1.729
N 7.056 0.173 -0.550
H 2.376 -4.666 0.971
C 4.099 0.224 -1.001
N 1.922 -0.155 -0.100
C -1.019 -3.937 2.667
Se -0.042 -1.590 -2.929
C -0.147 -4.857 3.227
H -1.251 -0.593 -6.919
H -6.023 1.096 -1.599
```

Properties
Total charge   +1
ΔE to the lowest compared entry with this formula, charge and spin   0.0 kcal/mol
Orbital gap   7.7 eV
E_HOMO   -10.062 eV
Spin multiplicity   1



Density functional theory data (the ωB97M-V functional and the def2-TZVPD basis) for a single C4H4N4 molecule at a distorted geometry.

```
12
Properties=species:S:1:pos:R:3
C 0.540 -0.155 0.323
H -1.470 -1.653 0.397
C -1.215 -1.032 -0.685
N 1.042 0.915 0.949
H 0.086 2.994 1.287
N -0.847 1.528 -0.091
N 0.975 -1.445 -0.274
N -0.029 -1.877 -0.805
H 2.169 0.867 1.100
H -1.843 -1.309 -1.673
C -0.670 0.109 -0.179
C 0.190 1.954 0.614
```

Properties
ΔE to the lowest compared entry with this formula, charge and spin   100.4 kcal/mol
SMILES string   c1nc2c([nH]1)N=NC2
Orbital gap   9.4 eV
E_HOMO   -8.984 eV
Spin multiplicity   1



Density functional theory data (the ωB97M-V functional and the def2-TZVPD basis) for a molecular structure, C6H8 at a distorted geometry.

```
14
Properties=species:S:1:pos:R:3
H -2.722 0.196 -0.075
C 1.223 -1.419 -0.056
H -1.635 1.167 1.010
H -0.876 -2.402 0.088
C -0.229 -1.527 -0.103
H 1.743 -1.793 0.765
H 2.724 1.258 0.313
C -0.679 -0.257 -0.121
C -1.790 0.702 0.051
C 0.871 0.139 0.041
C 1.558 1.246 0.193
H 0.955 2.190 -0.009
H -1.568 1.507 -0.756
H 1.855 -1.572 -1.056
```

Properties
ΔE to the lowest compared entry with this formula, charge and spin   54.2 kcal/mol
Orbital gap   9.8 eV
E_HOMO   -8.727 eV
Spin multiplicity   1



Density functional theory data (the ωB97M-V functional and the def2-TZVPD basis) for a gas-phase ion, C27H59NO6P (charge +1) at a distorted geometry.

```
94
Properties=species:S:1:pos:R:3
C -7.107 -0.882 -0.021
C -1.474 -3.319 -0.347
C 1.650 -3.081 -2.677
H -1.559 3.335 -2.167
H -2.077 -0.573 -0.667
H 1.973 -1.402 -1.380
H 1.735 5.154 0.387
C 3.306 -0.760 3.371
C -2.418 2.887 -1.663
H 1.772 -0.667 1.234
C -0.805 4.527 0.212
H -0.132 -1.795 -1.064
H -3.722 0.640 0.723
H -6.764 -0.860 1.010
H -5.609 -2.245 -0.741
O -0.150 0.173 2.416
H 2.036 3.529 -2.956
H -7.513 0.097 -0.267
H 3.386 -0.709 4.455
O 1.920 1.557 1.890
H -7.909 -1.612 -0.096
C -5.972 -1.242 -0.973
H -2.022 -1.017 1.036
C 3.371 1.890 -2.586
C 3.505 -1.348 -2.881
O -0.314 2.697 2.203
H 4.337 1.276 -0.766
C -0.532 -2.750 -1.408
H -0.977 -3.310 0.629
C -1.945 3.566 0.589
H 4.269 -1.053 2.958
C 2.764 -3.100 3.315
H 4.267 2.470 -2.814
H 0.264 -2.226 3.307
O 0.068 1.061 0.164
H -0.578 5.162 1.081
C 2.249 2.828 -2.145
C 3.703 0.830 -1.534
H 2.250 -3.869 -3.135
O -2.100 2.504 -0.335
H -1.102 -2.561 -2.320
H -2.248 1.985 2.021
C -3.950 -0.362 0.354
H -3.258 3.586 -1.674
C 0.390 -0.127 3.676
H 0.191 -4.596 -2.220
H -2.013 3.599 2.753
O 0.312 3.766 -0.163
C -1.687 2.923 1.960
H 2.779 0.515 -1.047
H 1.348 2.242 -1.957
H 1.310 -2.375 1.204
H 5.198 -0.024 -2.813
C 2.585 3.616 -0.880
H 1.106 -4.038 -0.825
H -1.693 -4.361 -0.590
H 1.197 5.232 -1.312
P 0.489 1.465 1.605
H 2.905 -0.797 -3.606
H -1.116 5.183 -0.616
H -2.705 1.970 -2.174
H -4.511 -0.878 1.135
C 0.611 -3.708 -1.744
H 2.989 -3.172 4.377
H 4.117 -2.061 -3.436
C -4.814 -0.243 -0.910
H -0.719 1.548 -0.169
H 1.117 0.637 3.963
C 2.077 -1.670 1.520
H 3.670 -3.322 2.753
C 1.449 4.550 -0.485
H 4.930 -0.933 -1.331
H -2.885 4.138 0.640
N 2.281 -1.747 2.979
H -3.310 -2.632 -1.207
C 4.425 -0.382 -2.130
H 3.184 -2.684 -1.232
H -3.424 -3.045 0.503
H 3.485 4.211 -1.036
H 3.049 0.223 2.971
H -0.428 -0.119 4.406
H -5.236 0.763 -0.969
C -2.797 -2.558 -0.248
H 2.011 -3.846 3.064
C 1.002 -1.532 3.716
H 3.057 1.398 -3.508
H 3.008 -1.902 1.008
C -2.623 -1.087 0.125
C 2.577 -2.115 -1.942
H 1.134 -2.552 -3.480
H 2.752 2.931 -0.051
H 1.178 -1.780 4.765
H -6.364 -1.260 -1.992
H -4.179 -0.377 -1.789
```

Properties
Total charge   +1
ΔE to the lowest compared entry with this formula, charge and spin   1.5 kcal/mol
Orbital gap   10.3 eV
E_HOMO   -12.341 eV
Spin multiplicity   1



Density functional theory data (the ωB97M-V functional and the def2-TZVPD basis) for 2 unconnected molecules or ions with the total composition C5H13N2O at a distorted geometry.

```
21
Properties=species:S:1:pos:R:3
C 1.471 0.855 -0.939
H 3.347 0.054 -0.294
H -5.214 0.399 1.296
C 0.990 -0.350 -1.735
H 2.507 -0.933 1.842
N -4.763 0.714 0.464
H -0.237 -0.175 1.222
C 1.778 -0.560 1.128
O -0.939 -0.726 -0.404
H 1.903 1.572 -1.628
C -0.253 -0.954 -1.420
H 1.435 -0.682 -2.678
H -0.604 -1.734 -2.135
H 0.494 -0.321 2.753
C 2.449 0.451 0.202
H -5.446 1.137 -0.144
N 0.596 0.030 1.787
H 0.577 1.318 -0.488
H 2.767 1.335 0.772
H 1.475 -1.407 0.444
H -4.332 -0.023 -0.043
```

Properties
Total charge   +1
ΔE to the lowest compared entry with this formula, charge and spin   126.4 kcal/mol
Orbital gap   3.5 eV
E_HOMO   -12.175 eV
Spin multiplicity   1



Density functional theory data (the ωB97M-V functional and the def2-TZVPD basis) for a single C13H13NO5 molecule at a distorted geometry.

```
32
Properties=species:S:1:pos:R:3
C -0.050 -2.552 -2.819
C -0.230 -3.652 -2.006
C -0.737 -2.192 -0.137
H 0.932 0.434 0.637
O 0.580 -5.090 -4.970
C -1.651 1.186 1.424
H -0.130 -0.411 -2.965
H -1.246 0.917 -1.386
O -0.036 -4.752 -2.753
O -2.412 1.495 2.316
C 0.231 2.652 2.125
C 0.997 3.807 1.404
H 0.781 1.740 -0.553
C 0.275 -4.354 -4.026
H 0.553 1.267 3.798
O 0.282 -2.970 -4.072
C -0.595 -1.069 -1.001
C -0.889 0.316 -0.560
H -0.611 -4.357 -0.036
C 1.113 1.900 3.116
O -1.922 0.290 0.443
H 0.325 4.366 0.735
H 1.642 2.606 3.760
C -0.499 -3.473 -0.662
C 0.239 1.098 0.123
H -0.531 3.147 2.718
H 1.842 3.405 0.838
H -0.916 -2.042 0.937
C -0.226 -1.280 -2.339
H 1.474 4.460 2.157
H 1.873 1.297 2.596
N -0.457 1.813 1.159
```

Properties
ΔE to the lowest compared entry with this formula, charge and spin   0.0 kcal/mol
SMILES string   CC(C)N1C[C@@H](c2ccc3oc(=O)oc3c2)OC1=O
Orbital gap   9.9 eV
E_HOMO   -9.446 eV
Spin multiplicity   1